# 1
This record from OMol25 describes a structure of composition C33H67BrN7NbO11P. The level of theory is ωB97M-V with the def2-TZVPD basis set.

Element x y z (Å)
H 1.13869 -5.21672 1.73211
H 0.57823 -3.58282 -1.71716
H 9.46152 8.62646 3.16291
H 2.33135 6.12247 -0.16439
H 1.97981 0.08030 -4.94209
H -4.66671 1.17006 -2.39548
C 8.94401 9.31096 2.48921
C 1.68897 -9.42350 2.60609
H 0.59403 5.27812 2.19924
H -0.68763 -9.99510 3.23892
H -0.44767 1.01153 -2.43480
C -1.84292 4.20789 -1.06414
H -5.92718 3.71003 0.99511
N 4.66311 -12.96893 1.96363
H 1.93582 -2.86831 1.63951
H 2.74109 -9.30225 2.41924
O 0.76476 -1.26185 0.32193
H -0.56363 -2.24126 -1.55631
C -5.04546 3.18784 0.64289
H 1.36961 -10.38378 2.20035
H -6.04955 0.56825 -5.76580
C -4.94305 1.80946 0.70758
H -5.10618 2.78380 -3.01909
C -6.22442 1.19916 -3.88580
H -0.83657 -3.73047 -0.63988
C -8.89700 2.85301 0.21354
O 2.88362 3.77549 3.58731
H -4.09485 5.00913 -0.00698
C -11.36340 3.40814 0.11885
H 4.52980 2.01891 1.96318
N 1.42178 -3.32600 0.90349
C -0.75957 4.83281 -0.28934
H 3.52519 1.50715 -0.96404
C -3.77990 1.17709 0.24089
C -2.87192 3.30823 -0.41660
O 2.52963 4.68669 2.55729
C -4.01303 3.92775 0.07294
H 0.60028 0.79195 -0.99145
H 0.72104 3.67014 2.87509
C 0.56018 1.13872 -2.02437
C 1.49854 -4.77887 0.80732
H -1.98291 -9.64879 2.07891
N -5.50734 0.97421 -5.02034
H -0.04192 2.27703 0.68215
C -5.48873 1.80530 -2.72077
N -10.20160 2.65926 0.55441
H 6.08082 -14.27204 1.16525
H 8.61491 10.19223 3.04201
O 3.46915 1.06115 -4.02685
C -1.26973 -9.20519 2.77673
H 1.88669 5.56837 -1.76298
O -7.41401 0.91306 -3.84226
H 7.56877 8.72623 4.51670
C 0.73115 -2.46340 0.11401
H 3.42815 -11.84678 -0.24453
O -1.97496 4.41983 -2.26547
H 2.53887 -5.06939 0.66606
H 2.31722 -0.12401 -2.16433
O 7.68524 8.48632 0.62858
H 1.94346 2.79769 -2.47637
H -3.73333 0.09728 0.33143
C 6.70368 8.22422 4.09537
H 4.40605 -14.84675 1.09439
H 3.78461 -10.20171 0.29762
H -1.82688 -8.67332 3.55031
C 7.76535 8.62304 1.83636
H 6.64407 7.21341 4.50322
H 1.52416 -9.40467 3.68462
H 0.90869 -5.15631 -0.01891
H 0.25448 3.24429 -2.71110
H 3.83192 3.63418 3.45977
O 3.94693 -10.96966 2.67994
H -11.86540 3.83791 0.98838
C 4.23648 -11.69657 1.74303
C 4.13661 -11.22961 0.30989
C 1.52481 0.21751 -2.83083
C -2.75815 1.92650 -0.31981
O 4.15183 4.10662 -1.94377
C 3.76477 4.91839 -1.16661
C 0.92653 2.65329 -2.07796
H -4.00253 1.93924 -6.09657
H 1.53320 1.73940 -4.41606
H -3.58934 0.31702 -5.51393
C -4.10043 1.24732 -5.25804
C 5.04736 -13.97008 0.98660
H -6.16717 1.94355 -1.88403
H 6.02713 7.70499 2.15515
C 2.36763 5.25100 -0.82583
H 2.67816 0.71533 1.01012
O 1.50652 -7.42276 1.30204
N 4.31955 2.55327 1.12795
P 3.08496 1.89674 0.33496
Br 5.15310 6.01304 -0.23340
H 5.80115 8.76706 4.38313
H 9.63650 9.62542 1.71403
H -1.13755 5.06416 0.71779
H 3.61172 1.91237 -3.59501
H 0.94761 -0.68323 -3.09177
H -8.88747 4.93910 -0.31009
N -0.41910 -8.27061 2.06702
C 2.05562 0.81991 -4.14058
O -8.02703 2.13036 0.66680
H -11.08664 4.20685 -0.56060
H 5.11363 -11.26761 -0.17296
H -0.43599 5.78320 -0.72608
N 6.78280 8.15468 2.65067
H -7.50986 4.00502 -0.91072
H -9.08506 3.82709 -1.69289
H -0.85409 -7.49204 1.59726
H -1.87203 1.42626 -0.69616
H -10.33958 1.88973 1.18975
C -0.07345 -3.05083 -1.02268
H 4.70626 -13.21371 2.94022
C -8.58217 3.98236 -0.73750
H -5.75161 1.22050 1.12149
Nb 1.08854 3.54582 0.01747
C 0.93738 -8.29629 1.94065
H -3.62715 1.68275 -4.38408
C 1.19851 4.35662 2.17072
H 4.95961 -13.58972 -0.02520
H -12.05957 2.73602 -0.38678

Total charge: -1

Mulliken population analysis, charges in e, atoms 1 to 2: number 1, H, carries 0.307; number 2, H, carries 0.359


# 2
This record from OMol25 describes a structure of composition C7H8O. The level of theory is ωB97M-V with the def2-TZVPD basis set.

Element x y z (Å)
H -1.26371 1.70203 -1.39207
C 1.99222 0.07591 -0.51157
H 2.80436 -0.02548 -1.45657
C -0.97764 0.64267 -1.35133
C 1.66590 -0.54142 0.71122
H 0.18647 -0.69937 -0.93322
H 0.29946 0.05216 2.24278
C 0.21870 -0.03734 1.22471
C -1.61455 -0.01861 -0.16211
O 0.07261 1.19691 0.52606
H -2.65577 0.19497 -0.24326
H -1.03326 -0.13977 -2.28913
C 0.42447 0.41497 -0.74771
C -1.10306 -0.63559 1.04190
H 2.43003 -1.10278 1.38447
H -1.44623 -1.07927 1.95584

Energy above the lowest of the compared OMol25 structures with the same formula, charge and spin (eV): 9.753

natural (NBO) population analysis, charges in e, atoms 1 to 2: number 1, H, carries 0.237; number 2, C, carries -0.209


# 3
This record from OMol25 describes the molecule C17H19NO4. The level of theory is ωB97M-V with the def2-TZVPD basis set.

Element x y z (Å)
C -0.35255 -1.17622 -2.39116
H -1.23861 3.71847 -1.19638
C 0.01727 2.55132 2.35248
H 1.11925 2.39527 4.17065
H 0.32715 0.11620 4.68178
O -1.36552 -3.30606 -2.99763
H -2.44741 -3.52668 -4.66458
H 0.37365 3.55017 2.15340
H 1.39539 -1.67237 2.34897
C 0.80955 3.16736 -0.68482
C -0.86396 1.92096 1.47870
H -1.12005 -2.34892 -4.82415
C -1.90574 -2.72637 -4.16291
H -0.73682 -0.63826 -3.24218
C 0.96683 -1.09791 -0.36853
H -0.67039 4.42823 0.33284
C 0.43576 1.89644 3.49931
O -1.33852 2.45925 0.31902
C 0.69524 -2.44399 -0.14842
N 1.01043 1.74116 -0.70923
O 1.14983 -3.15835 0.91777
H 1.61152 -0.56307 0.30978
H 1.02779 1.29672 0.19587
H 2.15469 -3.25783 2.64051
C -1.32205 0.63593 1.77961
H 1.52239 3.60037 0.01992
C 0.58414 0.99096 -1.76517
H -2.59871 -1.91423 -3.92285
C -0.65382 3.52830 -0.29444
H 1.01533 3.54990 -1.68569
C -0.89781 -0.00523 2.92482
C 0.42789 -0.46750 -1.48606
C -0.61598 -2.52474 -2.17814
O 0.34410 1.48114 -2.85074
C -0.01003 0.61969 3.78847
H 2.87629 -2.13880 1.46057
H -1.25692 -1.00035 3.14142
C -0.09695 -3.14820 -1.04867
C 1.93556 -2.50490 1.88501
H -0.30456 -4.19000 -0.87025
H -2.00365 0.16215 1.09110

Energy above the lowest of the compared OMol25 structures with the same formula, charge and spin (eV): 2.543

natural (NBO) population analysis, charges in e, atoms 1 to 2: number 1, C, carries -0.316; number 2, H, carries 0.210


# 4
This record from OMol25 describes the molecule C24H29N5O2. The level of theory is ωB97M-V with the def2-TZVPD basis set.

Element x y z (Å)
H -0.53662 -5.77565 0.97936
C -0.87381 -0.33989 1.27835
H 3.32256 1.66679 2.66725
H 4.16449 1.81661 -0.95289
C -1.89028 -2.25396 1.57561
C 3.91829 2.81895 0.92975
C 1.25343 -1.27992 -2.72888
O -0.44964 2.93975 0.17734
H 0.08653 -2.77519 -1.71987
N -0.94633 1.01915 1.30338
H 1.19294 -0.70922 -0.71106
H 4.12502 4.30088 -0.63513
C -3.52538 0.26357 -1.46194
C 3.52906 1.71920 -0.07002
C -1.24931 -1.19411 -2.16155
C -0.89935 -4.77181 1.14259
H 1.22211 -0.66349 -3.63169
H 1.79960 2.75319 -0.87267
H 4.14685 4.96332 1.00022
H -2.83087 -5.45524 1.75395
H -0.27660 -2.59702 -3.43321
C -0.08480 1.85999 0.57772
C -2.31716 1.41124 1.63048
H 3.61468 3.37555 2.99006
O 2.31746 1.27408 -2.90309
H -3.73859 -3.18661 2.15757
C -3.48248 -1.10488 -1.24940
H 1.30887 0.42790 0.88941
C -1.30969 0.17503 -2.38613
H -0.48528 0.69606 -2.84553
N 0.05474 -1.19560 0.94669
H 2.14088 2.88034 2.16266
C -0.55635 -2.42744 1.12169
H -2.30001 2.11467 2.46599
C 1.97900 0.85393 -1.81384
H 3.72553 0.74073 0.37707
H -4.40832 0.82891 -1.19728
H -4.33105 -1.61750 -0.81763
H 4.99418 2.69763 1.10801
C -3.04392 0.09329 1.98821
N 1.53752 -0.40129 -1.61489
H 2.62624 4.43642 0.29104
H -3.31091 0.05099 3.04971
C -2.20711 -4.59045 1.58506
H -2.76230 1.91137 0.76562
H 0.95890 -3.84600 0.57105
C -2.35184 -1.82266 -1.59004
C -2.43542 0.89920 -2.02962
C 3.68845 4.21546 0.35703
C -0.05384 -2.04041 -2.51779
H -2.32152 -2.88895 -1.41312
H -2.45494 1.96557 -2.19850
C -0.05588 -3.70165 0.90739
N -2.04760 -0.89353 1.67359
H -3.94584 -0.05532 1.38891
C 2.07796 1.74308 -0.56034
H 2.06990 -2.00325 -2.84770
N 1.15172 1.33379 0.46728
C -2.72532 -3.32794 1.81381
C 3.20146 2.67235 2.26997

Energy above the lowest of the compared OMol25 structures with the same formula, charge and spin (eV): 0.034

natural (NBO) population analysis, charges in e, atoms 1 to 2: number 1, H, carries 0.216; number 2, C, carries 0.594


# 5
This record from OMol25 describes the molecule C5H7NO. The level of theory is ωB97M-V with the def2-TZVPD basis set.

Element x y z (Å)
H -1.60939 1.33475 0.75789
H -2.30828 -0.84744 -0.44479
H 0.77540 2.14604 0.37487
C -0.87411 0.74154 0.22385
N 1.72204 -1.75139 0.48567
H 2.61700 -1.65919 0.00654
C 0.37214 1.40384 -0.32424
C -0.41782 -0.59567 0.72447
H -0.76060 -1.06007 1.64102
C 0.99616 -0.73856 0.28980
H 0.22057 1.87607 -1.29991
C -1.28555 -0.49590 -0.50593
O 1.33301 0.34711 -0.48190
H -0.78056 -0.70114 -1.44734

Energy above the lowest of the compared OMol25 structures with the same formula, charge and spin (eV): 1.164

natural (NBO) population analysis, charges in e, atoms 1 to 2: number 1, H, carries 0.236; number 2, H, carries 0.229


# 6
This record from OMol25 describes a structure of composition C28H35B2N5O16Pb2. The level of theory is ωB97M-V with the def2-TZVPD basis set.

Element x y z (Å)
N -18.50064 -4.14853 15.51128
C -20.29365 -7.19338 16.67099
B -23.42354 -4.46570 17.98341
C -25.96454 -2.23417 15.53378
O -29.35357 -3.41456 18.71749
O -30.76154 -5.04558 18.18197
H -28.97691 -6.83356 22.68096
H -29.59285 -5.72077 21.49805
H -26.50587 -0.68081 14.12516
H -18.56442 -8.42401 16.87430
O -31.13853 -3.22425 21.04612
C -31.17604 -4.11447 20.23889
N -26.51252 -5.29771 21.75051
H -26.86742 -8.26715 21.35803
H -21.62766 -6.55300 11.94940
O -25.52811 -7.01093 18.92307
C -21.35416 -3.52434 17.90933
H -23.15064 -4.48483 13.58203
H -26.05143 -2.23745 13.39495
O -31.90791 -5.18825 20.20860
C -23.02380 -5.51292 13.22839
H -28.60132 -1.65436 13.40927
H -18.69325 -7.75354 15.29615
H -17.91352 -6.21292 17.78007
H -24.17720 -2.03020 22.94563
O -23.09514 -4.19643 16.53626
C -27.79435 -8.72509 20.99900
C -18.21776 -5.12341 16.03628
C -28.85785 -7.66910 20.66906
C -22.96295 -0.28740 22.37050
C -24.33102 -6.03584 12.65631
C -21.93146 -5.51920 12.15642
H -23.58380 0.57406 22.59909
H -22.77284 -6.08961 14.11990
N -19.76180 -4.20227 12.71380
C -26.59848 -1.72561 16.74032
H -21.89777 -0.12211 22.53515
H -24.57930 -5.54316 11.71498
B -31.88788 -5.78737 18.84896
C -28.84270 -6.49770 21.64359
C -33.62465 -6.73739 17.70528
H -22.48112 -2.25185 23.14492
H -25.19140 -5.94215 13.31720
C -25.59180 -4.59182 18.69440
O -24.66938 -3.73175 18.34588
H -28.06138 -3.31634 13.83914
O -21.29176 -3.39615 15.47904
C -26.58658 -1.76123 14.21701
C -32.67349 -7.83047 18.23107
O -32.82151 -9.00109 18.10374
H -16.81444 -6.55140 16.51981
H -25.99748 -3.32466 15.65473
C -18.83620 -7.50796 16.35249
H -20.30796 -6.76991 17.68282
H -22.70346 0.26571 20.28489
H -24.88608 -2.04686 15.54330
C -20.72392 -4.78038 12.46921
N -25.45659 -1.23776 20.15254
C -17.87815 -6.36842 16.69416
C -23.27063 -1.49993 23.24730
O -34.61814 -6.90414 17.08123
H -29.80029 -8.20786 20.71316
Pb -27.65405 -2.38427 20.18444
H -20.68114 -6.40810 16.01520
O -23.73301 -5.86651 18.17807
C -27.53130 -5.83437 21.71272
O -33.14396 -5.56368 18.14323
H -23.25898 -1.23799 24.30173
O -31.68807 -7.21976 18.89470
H -28.16156 -9.37794 21.79102
C -24.38298 -0.98138 20.46136
O -20.25589 -3.11130 18.11821
H -27.53354 -9.32900 20.13379
H -24.25372 -7.10841 12.46328
N -27.20520 -1.37849 17.64550
H -22.36919 -1.44834 20.67822
H -22.34702 -5.19127 11.20060
C -24.99008 -6.00750 18.62286
C -23.03648 -0.60109 20.85253
C -21.93049 -3.67132 16.48779
C -30.29092 -4.15755 18.97017
C -28.04518 -2.26346 14.11562
H -28.52538 -2.20758 15.09419
Pb -19.45878 -2.24512 14.42973
O -22.28187 -3.94433 18.73752
H -28.67187 -7.24215 19.68229
H -20.93080 -8.07021 16.68728
O -26.74168 -4.38601 18.99010

Energy above the lowest of the compared OMol25 structures with the same formula, charge and spin (eV): 0.000
Total charge: +2

Mulliken population analysis, charges in e, atoms 1 to 2: number 1, N, carries -0.290; number 2, C, carries -0.563


The following largest force on an atom values (in eV/A) correspond, in order, to the records above: 2.0; 5.6; 0.6; 0.7; 0.4; 1.7.
The following energy values (in eV) correspond, in order, to the records above: -149136.6432; -9426.4888; -27616.9490; -36907.1509; -8835.0393; -81658.2966.
The following highest occupied orbital energy values (in Ha) correspond, in order, to the records above: -0.16051; -0.30658; -0.31351; -0.30675; -0.35844; -0.44580.